A structure of composition C5H9IrO5 in a non-equilibrium geometry. Source: the Open Molecules 2025 dataset; level of theory: wB97M-V/def2-TZVPD.

The net charge is +1. The value obtained for the LUMO energy (spin up / spin down) is -3.487 / -7.323 eV. Its expectation value of S² is 8.76. The calculation puts the gap between HOMO and LUMO (spin up / spin down) at 9.3 / 7.5 eV. As for the spin multiplicity: 6.

Cartesian coordinates (Å):
1 C 3.331 -12.407 3.630
2 C 2.350 -11.616 2.801
3 O 1.597 -10.697 3.620
4 Ir 1.629 -10.818 5.577
5 H 3.905 -13.063 2.964
6 H 4.047 -11.747 4.141
7 H 2.826 -13.059 4.360
8 H 1.638 -12.285 2.298
9 H 2.876 -11.029 2.035
10 C 0.736 -9.791 2.841
11 C 0.310 -8.642 3.744
12 O -0.429 -7.682 3.037
13 C 0.281 -6.788 2.221
14 O 1.504 -6.989 2.115
15 O -0.448 -5.975 1.639
16 O -0.377 -10.498 2.438
17 H 1.367 -9.455 2.007
18 H 1.206 -8.200 4.201
19 H -0.376 -9.025 4.517
20 H -0.173 -11.085 1.702

The molecule C20H20BO2PS in a non-equilibrium geometry. Source: the Open Molecules 2025 dataset; level of theory: wB97M-V/def2-TZVPD.

The net charge is 0. The SMILES is OC[P@@](=S)(COB(c1ccccc1)c1ccccc1)c1ccccc1. The value obtained for the LUMO energy is 0.340 eV. The calculation puts the gap between HOMO and LUMO at 8.5 eV. As for the spin multiplicity: 1.

Cartesian coordinates (Å):
1 O -0.738 3.115 -0.634
2 C -0.111 3.133 -1.849
3 P -0.011 1.511 -2.710
4 S 0.693 1.552 -4.644
5 C 1.137 0.617 -1.525
6 O 0.676 0.930 -0.208
7 B 0.950 0.090 0.899
8 C 0.180 0.437 2.196
9 C -1.161 0.701 2.009
10 C -2.003 0.911 3.075
11 C -1.495 0.910 4.365
12 C -0.141 0.721 4.576
13 C 0.689 0.505 3.488
14 C 1.981 -1.139 0.684
15 C 3.278 -0.967 1.159
16 C 4.226 -1.954 1.053
17 C 3.842 -3.184 0.574
18 C 2.522 -3.423 0.170
19 C 1.638 -2.366 0.173
20 C -1.575 0.594 -2.751
21 C -2.463 0.908 -1.723
22 C -3.510 0.042 -1.430
23 C -3.695 -1.066 -2.196
24 C -2.893 -1.337 -3.255
25 C -1.803 -0.511 -3.536
26 H -0.342 2.412 -0.063
27 H 0.917 3.468 -1.687
28 H -0.694 3.802 -2.467
29 H 1.161 -0.441 -1.704
30 H 2.157 1.016 -1.548
31 H -1.546 0.757 1.009
32 H -3.032 1.222 2.929
33 H -2.128 1.213 5.183
34 H 0.261 0.857 5.573
35 H 1.774 0.405 3.639
36 H 3.566 -0.047 1.646
37 H 5.261 -1.758 1.284
38 H 4.590 -3.949 0.477
39 H 2.276 -4.394 -0.197
40 H 0.632 -2.528 -0.103
41 H -2.259 1.737 -1.052
42 H -4.189 0.245 -0.622
43 H -4.491 -1.771 -2.013
44 H -3.067 -2.188 -3.925
45 H -1.057 -0.789 -4.321

A structure of composition CH2Br2S in a non-equilibrium geometry. Source: the Open Molecules 2025 dataset; level of theory: wB97M-V/def2-TZVPD.

The net charge is 0. The value obtained for the LUMO energy (spin up / spin down) is -0.608 / -0.874 eV. The calculation puts the gap between HOMO and LUMO (spin up / spin down) at 7.6 / 9.0 eV. As for the spin multiplicity: 1.

Cartesian coordinates (Å):
1 C 0.412 -0.072 -0.045
2 S -0.540 0.448 1.306
3 Br 0.777 -1.895 -0.297
4 Br 1.759 1.128 -0.452
5 H -0.793 0.720 -1.761
6 H -1.615 -0.330 1.249

A cluster of 3 separate species, C4H14NO2 in total in a non-equilibrium geometry. Source: the Open Molecules 2025 dataset; level of theory: wB97M-V/def2-TZVPD.

The net charge is +1. The value obtained for the LUMO energy is -3.152 eV. The calculation puts the gap between HOMO and LUMO at 12.4 eV. As for the spin multiplicity: 1.

Cartesian coordinates (Å):
1 C 0.413 -0.060 -1.321
2 N -0.190 0.082 0.080
3 C -0.036 1.522 0.474
4 C 1.057 2.181 -0.464
5 C 0.639 1.458 -1.750
6 H 1.328 -0.638 -1.261
7 H -0.380 -0.511 -1.971
8 H 0.180 -0.521 0.794
9 H -1.222 -0.123 0.247
10 H 0.291 1.539 1.523
11 H -1.083 2.005 0.485
12 H 0.765 3.178 -0.671
13 H 2.195 2.166 -0.396
14 H 1.377 1.508 -2.573
15 H -0.181 2.040 -2.152
16 H 0.203 -3.061 0.419
17 H 1.260 -3.098 1.584
18 O 0.795 -2.511 0.926
19 H -2.818 -0.892 1.645
20 H -2.489 -2.238 0.915
21 O -2.111 -1.555 1.476

The molecule C7H9NO2 in a non-equilibrium geometry. Source: the Open Molecules 2025 dataset; level of theory: wB97M-V/def2-TZVPD.

The net charge is 0. The SMILES is Nc1cc(CO)ccc1O. The value obtained for the LUMO energy is 0.749 eV. The calculation puts the gap between HOMO and LUMO at 8.8 eV. As for the spin multiplicity: 1.

Cartesian coordinates (Å):
1 N -1.796 1.889 -0.022
2 C -1.031 0.790 -0.178
3 C 0.393 0.890 -0.289
4 C 1.128 -0.321 -0.302
5 C 2.700 -0.160 -0.413
6 O 3.157 0.667 0.621
7 C 0.567 -1.504 -0.045
8 C -0.872 -1.603 0.071
9 C -1.637 -0.499 0.018
10 O -2.917 -0.600 0.197
11 H -1.260 2.743 0.070
12 H -2.340 1.592 0.751
13 H 0.912 1.797 -0.489
14 H 3.095 -1.186 -0.318
15 H 3.158 0.208 -1.365
16 H 3.002 0.286 1.490
17 H 1.307 -2.354 0.255
18 H -1.367 -2.532 0.291
19 H -3.339 0.122 -0.249

A cluster of 17 separate species, C16H66O25 in total in a non-equilibrium geometry. Source: the Open Molecules 2025 dataset; level of theory: wB97M-V/def2-TZVPD.

The net charge is 0. The value obtained for the LUMO energy is -0.828 eV. The calculation puts the gap between HOMO and LUMO at 8.8 eV. As for the spin multiplicity: 1.

Cartesian coordinates (Å):
1 O -2.827 -1.498 0.719
2 H -3.355 -0.679 0.998
3 H -2.623 -1.942 1.525
4 O 3.353 -1.613 1.472
5 H 2.569 -1.128 1.232
6 H 4.061 -1.009 1.476
7 O 3.071 -0.954 4.028
8 H 2.251 -0.469 3.915
9 H 3.207 -1.074 3.093
10 O 1.138 1.925 -4.291
11 H 1.356 0.993 -4.178
12 H 0.539 2.020 -3.563
13 O -2.738 3.790 -2.885
14 H -2.690 3.378 -1.945
15 H -3.565 4.278 -2.902
16 O -3.729 -0.665 -1.813
17 H -3.481 -1.179 -2.575
18 H -3.401 -1.198 -1.060
19 O 4.077 -0.731 -2.333
20 H 3.216 -0.716 -2.681
21 H 4.513 -0.194 -2.999
22 O -3.707 1.071 1.591
23 H -2.907 1.161 2.147
24 H -4.424 0.700 2.129
25 O -2.819 2.018 -0.874
26 H -3.427 1.422 -1.261
27 H -3.205 2.097 -0.026
28 C -0.501 2.667 2.613
29 C 0.054 1.568 3.490
30 O 1.396 1.407 3.119
31 O -1.905 2.673 3.037
32 H -0.430 2.289 1.588
33 H 0.071 3.597 2.805
34 H -0.511 0.648 3.378
35 H -0.010 1.737 4.563
36 H 1.918 2.119 3.475
37 H -1.764 3.025 3.911
38 C -0.415 0.179 -0.608
39 C 0.950 -0.030 -0.027
40 O 0.971 -0.665 1.217
41 O -0.267 1.273 -1.527
42 H -1.256 0.223 0.122
43 H -0.640 -0.727 -1.152
44 H 1.509 0.942 0.102
45 H 1.635 -0.436 -0.804
46 H 0.868 0.043 1.853
47 H -1.214 1.432 -1.788
48 C -0.734 4.928 -0.159
49 C 0.641 4.504 -0.041
50 O 1.012 3.638 -1.031
51 O -0.917 5.733 0.990
52 H -1.564 4.133 0.084
53 H -0.966 5.501 -1.109
54 H 0.833 4.050 0.858
55 H 1.320 5.344 -0.225
56 H 0.508 2.807 -1.155
57 H -1.848 5.812 1.090
58 C -0.723 -1.842 6.102
59 C 0.397 -2.216 5.104
60 O 0.133 -1.644 3.870
61 O -0.659 -2.485 7.388
62 H -1.669 -2.071 5.539
63 H -0.555 -0.833 6.285
64 H 0.218 -3.289 4.934
65 H 1.420 -1.999 5.401
66 H -0.731 -1.918 3.609
67 H -0.198 -1.901 7.938
68 C 0.061 -3.682 0.191
69 C -0.696 -5.035 0.476
70 O 0.156 -6.075 1.070
71 O -0.803 -3.075 -0.752
72 H 1.022 -3.944 -0.179
73 H 0.107 -3.117 1.143
74 H -1.017 -5.422 -0.457
75 H -1.568 -4.951 1.061
76 H 0.116 -5.875 1.948
77 H -1.299 -2.413 -0.267
78 C 0.147 -3.428 -3.804
79 C -0.081 -4.977 -3.493
80 O -0.292 -5.735 -4.648
81 O 1.020 -2.899 -2.815
82 H -0.788 -2.898 -3.998
83 H 0.704 -3.538 -4.752
84 H -0.853 -4.996 -2.650
85 H 0.881 -5.429 -3.197
86 H -0.796 -5.183 -5.219
87 H 0.525 -3.017 -1.952
88 C 4.216 2.323 0.356
89 C 4.830 3.578 0.793
90 O 5.251 4.185 -0.398
91 O 3.995 1.434 1.387
92 H 4.940 1.867 -0.378
93 H 3.247 2.569 -0.171
94 H 5.787 3.508 1.415
95 H 4.181 4.213 1.350
96 H 5.818 4.939 -0.152
97 H 3.407 1.875 1.985
98 C -2.639 -0.703 -5.281
99 C -1.408 -0.025 -4.745
100 O -1.924 0.968 -3.841
101 O -3.268 -1.489 -4.261
102 H -2.376 -1.414 -6.039
103 H -3.416 -0.088 -5.746
104 H -1.023 0.362 -5.632
105 H -0.709 -0.716 -4.375
106 H -2.445 0.477 -3.239
107 H -3.841 -2.196 -4.514

A structure of composition C2H3LiNdO2 in a non-equilibrium geometry. Source: the Open Molecules 2025 dataset; level of theory: wB97M-V/def2-TZVPD.

The net charge is +1. The value obtained for the LUMO energy (spin up / spin down) is -4.994 / -4.860 eV. Its expectation value of S² is 3.76. The calculation puts the gap between HOMO and LUMO (spin up / spin down) at 7.0 / 7.2 eV. As for the spin multiplicity: 4.

Cartesian coordinates (Å):
1 H 1.727 -2.203 2.610
2 O -0.245 -1.133 -0.641
3 C -0.855 0.035 -0.966
4 C -0.542 1.134 -0.227
5 O 0.402 0.972 0.737
6 Li 1.734 0.186 -0.882
7 Nd 0.250 -1.184 1.626
8 H -1.527 0.062 -1.829
9 H -0.944 2.131 -0.428

A cluster of 2 separate species, C2HBrCl2O in total in a non-equilibrium geometry. Source: the Open Molecules 2025 dataset; level of theory: wB97M-V/def2-TZVPD.

The net charge is 0. The value obtained for the LUMO energy (spin up / spin down) is 0.672 / -4.626 eV. Its expectation value of S² is 2.01. The calculation puts the gap between HOMO and LUMO (spin up / spin down) at 7.5 / 6.1 eV. As for the spin multiplicity: 3.

Cartesian coordinates (Å):
1 C 0.018 0.657 -0.573
2 C -2.794 0.631 0.335
3 O -0.176 0.758 -1.668
4 Cl -3.706 0.970 1.877
5 Cl -3.364 1.822 -0.828
6 Br -3.369 -1.145 -0.314
7 H -2.036 1.256 0.814

Repeat the eighth record exactly.
A cluster of 2 separate species, C2HBrCl2O in total in a non-equilibrium geometry. Source: the Open Molecules 2025 dataset; level of theory: wB97M-V/def2-TZVPD.

The net charge is 0. The value obtained for the LUMO energy (spin up / spin down) is 0.672 / -4.626 eV. Its expectation value of S² is 2.01. The calculation puts the gap between HOMO and LUMO (spin up / spin down) at 7.5 / 6.1 eV. As for the spin multiplicity: 3.

Cartesian coordinates (Å):
1 C 0.018 0.657 -0.573
2 C -2.794 0.631 0.335
3 O -0.176 0.758 -1.668
4 Cl -3.706 0.970 1.877
5 Cl -3.364 1.822 -0.828
6 Br -3.369 -1.145 -0.314
7 H -2.036 1.256 0.814

Please write out number 2 again, unchanged.
The molecule C20H20BO2PS in a non-equilibrium geometry. Source: the Open Molecules 2025 dataset; level of theory: wB97M-V/def2-TZVPD.

The net charge is 0. The SMILES is OC[P@@](=S)(COB(c1ccccc1)c1ccccc1)c1ccccc1. The value obtained for the LUMO energy is 0.340 eV. The calculation puts the gap between HOMO and LUMO at 8.5 eV. As for the spin multiplicity: 1.

Cartesian coordinates (Å):
1 O -0.738 3.115 -0.634
2 C -0.111 3.133 -1.849
3 P -0.011 1.511 -2.710
4 S 0.693 1.552 -4.644
5 C 1.137 0.617 -1.525
6 O 0.676 0.930 -0.208
7 B 0.950 0.090 0.899
8 C 0.180 0.437 2.196
9 C -1.161 0.701 2.009
10 C -2.003 0.911 3.075
11 C -1.495 0.910 4.365
12 C -0.141 0.721 4.576
13 C 0.689 0.505 3.488
14 C 1.981 -1.139 0.684
15 C 3.278 -0.967 1.159
16 C 4.226 -1.954 1.053
17 C 3.842 -3.184 0.574
18 C 2.522 -3.423 0.170
19 C 1.638 -2.366 0.173
20 C -1.575 0.594 -2.751
21 C -2.463 0.908 -1.723
22 C -3.510 0.042 -1.430
23 C -3.695 -1.066 -2.196
24 C -2.893 -1.337 -3.255
25 C -1.803 -0.511 -3.536
26 H -0.342 2.412 -0.063
27 H 0.917 3.468 -1.687
28 H -0.694 3.802 -2.467
29 H 1.161 -0.441 -1.704
30 H 2.157 1.016 -1.548
31 H -1.546 0.757 1.009
32 H -3.032 1.222 2.929
33 H -2.128 1.213 5.183
34 H 0.261 0.857 5.573
35 H 1.774 0.405 3.639
36 H 3.566 -0.047 1.646
37 H 5.261 -1.758 1.284
38 H 4.590 -3.949 0.477
39 H 2.276 -4.394 -0.197
40 H 0.632 -2.528 -0.103
41 H -2.259 1.737 -1.052
42 H -4.189 0.245 -0.622
43 H -4.491 -1.771 -2.013
44 H -3.067 -2.188 -3.925
45 H -1.057 -0.789 -4.321